Entry from the OMol25 dataset: a molecular structure, C29H30FeN8O4S2 at a distorted geometry (ωB97M-V/def2-TZVPD).

CARTESIAN COORDINATES (ANGSTROEM)
1 H -5.11 2.39 -3.88
2 C -1.31 -0.84 -1.49
3 S -0.29 -3.13 3.10
4 H 3.39 -0.56 1.14
5 H -4.38 0.06 -3.71
6 H -0.80 4.06 4.34
7 C -3.07 -2.86 -2.37
8 H 4.10 -0.14 4.71
9 H -0.62 1.04 7.37
10 H 0.77 1.44 -3.66
11 C -0.70 2.66 5.96
12 O -1.86 -1.50 0.67
13 C -3.27 0.09 -5.55
14 C -2.50 -1.90 -3.32
15 H 0.88 1.56 -1.15
16 C -3.33 2.15 -6.79
17 C -0.75 3.01 4.61
18 H 7.56 -1.87 1.65
19 H -5.36 5.68 -5.30
20 H 4.71 0.03 3.07
21 H 6.66 -1.39 3.03
22 C -0.64 0.36 5.33
23 H -0.76 -0.17 -4.74
24 C -0.52 -1.56 3.73
25 C -2.92 0.85 -6.68
26 H -6.21 4.19 -4.87
27 N -0.62 -0.39 3.10
28 C 2.05 1.07 1.17
29 H 1.90 -0.99 3.64
30 H -2.32 0.39 -7.46
31 H -3.07 2.76 -7.64
32 C 2.59 -0.27 3.17
33 H 1.15 -1.98 1.98
34 C -4.07 0.66 -4.56
35 H -3.33 -3.46 -0.35
36 N -0.47 0.03 -0.91
37 H -0.69 3.42 6.72
38 C -4.11 2.73 -5.77
39 C -2.87 -2.77 -1.05
40 C 0.24 0.85 -1.67
41 O -4.45 4.01 -5.96
42 H 3.73 -3.06 2.01
43 C 4.00 -0.53 3.69
44 N 4.53 -2.64 2.43
45 H -0.79 2.33 2.58
46 O 0.79 1.27 1.20
47 C -4.49 1.97 -4.66
48 H -3.71 -3.62 -2.78
49 C 4.35 -2.01 3.75
50 N 5.70 -3.14 0.51
51 N -2.80 -1.21 -5.50
52 H 4.94 -3.71 0.17
53 C 2.44 -0.33 1.63
54 O 2.92 1.87 0.87
55 C -2.03 -1.71 -0.53
56 Fe -0.46 -0.19 1.11
57 C -0.68 0.70 3.98
58 C -1.50 -0.93 -2.85
59 H 6.54 -3.13 -0.04
60 H -4.72 4.65 -4.00
61 C -0.75 2.05 3.62
62 N 1.40 -1.30 1.26
63 C 0.16 0.78 -3.06
64 H 3.54 -2.57 4.22
65 S -0.52 -1.36 5.47
66 C -0.64 1.32 6.33
67 N -2.99 -1.99 -4.52
68 H 2.26 0.71 3.51
69 H 5.24 -2.19 4.35
70 C -0.70 -0.11 -3.66
71 H 1.57 -1.79 0.39
72 N 6.70 -1.91 2.17
73 C -5.24 4.66 -4.96
74 C 5.64 -2.56 1.71

Results
HOMO energy (alpha / beta) = -9.193 / -9.194 eV
net charge = +1
HOMO-LUMO gap (alpha / beta) = 5.4 / 5.4 eV
<S²> = 0.783
2S+1 = 2
largest force on an atom = 1.48 eV/A

Entry from the OMol25 dataset: a single C4H6N2O molecule at a distorted geometry (ωB97M-V/def2-TZVPD).

CARTESIAN COORDINATES (ANGSTROEM)
1 C -0.19 0.84 -0.34
2 H 2.76 -0.56 -0.08
3 C 1.22 1.01 -0.39
4 H -0.92 1.77 0.73
5 O -1.16 1.83 -0.23
6 C 1.74 -0.23 -0.13
7 H 1.76 1.92 -0.59
8 N -1.77 -1.01 0.01
9 H -1.98 -1.63 0.79
10 H -2.45 -0.26 -0.07
11 H 0.79 -2.10 0.25
12 C -0.49 -0.46 -0.04
13 N 0.70 -1.12 0.08

Results
HOMO energy = -7.381 eV
HOMO-LUMO gap = 8.2 eV
SMILES = Nc1[nH]ccc1O
energy above the lowest of the compared OMol25 structures with the same formula, charge and spin = 1.7267 eV
largest force on an atom = 2.51 eV/A

Entry from the OMol25 dataset: a molecular structure, C41H30Cl2N4O2P2PdSSe2 (ωB97M-V/def2-TZVPD).

CARTESIAN COORDINATES (ANGSTROEM)
1 C -0.20 -2.71 1.99
2 H -5.51 0.18 0.37
3 H -1.17 3.50 -4.35
4 Se 3.16 0.76 -1.93
5 Cl -3.83 5.24 1.93
6 H 6.24 0.33 2.46
7 H 5.09 -0.83 4.31
8 H -1.04 -0.05 3.76
9 C -1.38 3.30 -1.68
10 Se -3.36 -1.70 0.51
11 C -4.32 3.35 0.04
12 H 4.50 -3.57 -0.08
13 C 5.35 -0.26 2.26
14 C 0.16 -1.37 -0.50
15 C -2.40 3.86 -2.64
16 C 4.70 -0.91 3.31
17 C -5.15 1.48 2.03
18 C -0.28 0.55 3.26
19 C 4.11 -2.40 -1.85
20 H -4.97 5.28 -5.18
21 H 0.65 -4.04 4.99
22 C 0.20 -5.18 3.23
23 C -4.74 2.05 -0.26
24 N -3.98 4.35 -0.83
25 C -4.56 4.83 -3.13
26 H 2.24 2.84 1.45
27 H 1.34 0.87 0.31
28 N 1.12 -1.85 -2.45
29 C -4.25 4.87 -4.47
30 H 1.53 3.36 3.77
31 C 3.57 -1.67 3.06
32 S -4.56 -2.19 -4.06
33 C 1.55 2.19 1.97
34 H 2.20 -2.38 1.58
35 C 0.22 1.67 3.91
36 C 1.15 2.48 3.27
37 P 3.11 -1.23 -0.94
38 C -0.38 -3.90 1.27
39 N -0.15 -1.82 -2.63
40 C -5.15 1.14 0.70
41 H -0.30 -6.04 1.32
42 C 5.04 -3.24 -3.89
43 H -1.52 3.71 -0.68
44 C -1.54 1.80 -1.62
45 H -5.48 0.78 2.78
46 H -2.78 4.41 -5.97
47 C 0.15 0.23 1.98
48 H 6.15 -5.06 -3.73
49 H 0.32 -1.87 3.90
50 C 1.04 1.07 1.33
51 H 3.87 -1.45 -3.76
52 H -4.71 3.07 3.43
53 C 4.65 -3.48 -1.15
54 C 1.39 -1.58 -1.14
55 H -0.66 -3.87 0.23
56 N -0.76 -1.55 -1.48
57 H 3.08 -2.19 3.87
58 O -1.51 1.13 -2.68
59 C 0.17 -2.77 3.33
60 H -5.51 5.19 -2.76
61 C -4.72 2.75 2.40
62 H -4.04 5.28 -0.44
63 C -4.33 3.65 1.43
64 O -1.80 1.24 -0.50
65 C -3.03 4.39 -4.92
66 C -2.12 3.88 -4.00
67 P -0.59 -1.17 1.13
68 C -0.17 -5.12 1.89
69 Pd -2.66 -0.50 -1.57
70 Cl -4.73 1.44 -1.92
71 C 5.38 -4.44 -1.83
72 H 5.37 0.15 0.17
73 C 4.30 -2.28 -3.22
74 H 5.80 -5.28 -1.29
75 H -0.38 3.55 -2.02
76 H 5.19 -3.15 -4.96
77 C 0.37 -4.00 3.94
78 C -3.64 4.31 -2.21
79 H -0.12 1.91 4.91
80 C -3.58 -1.66 -3.04
81 C 3.07 -1.77 1.77
82 H 0.35 -6.13 3.71
83 C 3.71 -1.10 0.73
84 C 5.57 -4.31 -3.20
85 C 4.86 -0.35 0.98

Results
HOMO energy (alpha / beta) = -9.771 / -9.976 eV
net charge = +1
HOMO-LUMO gap (alpha / beta) = 6.9 / 4.5 eV
<S²> = 8.773
2S+1 = 6
energy above the lowest of the compared OMol25 structures with the same formula, charge and spin = 0.0406 eV
largest force on an atom = 0.52 eV/A

Entry from the OMol25 dataset: a gas-phase ion, C3H3N2O2 (charge -1) at a distorted geometry (ωB97M-V/def2-TZVPD).

CARTESIAN COORDINATES (ANGSTROEM)
1 N -0.39 0.18 0.87
2 O 1.68 0.23 1.79
3 H -2.28 0.45 0.01
4 C -1.01 -0.06 -1.48
5 H 2.38 -0.87 -0.32
6 H -0.57 0.89 1.57
7 O -0.99 -0.29 -2.65
8 N 1.39 -0.65 -0.34
9 C 1.02 -0.09 0.78
10 C -1.25 0.22 -0.24

Results
HOMO energy (alpha / beta) = -1.117 / -3.824 eV
net charge = -1
HOMO-LUMO gap (alpha / beta) = 5.3 / 6.9 eV
<S²> = 2.009
2S+1 = 3
energy above the lowest of the compared OMol25 structures with the same formula, charge and spin = 0.0000 eV
largest force on an atom = 2.92 eV/A